ORCA calculation (ωB97M-V/def2-TZVPD) on the molecule C4H8O.

Last column: Mulliken charge in e.
CARTESIAN COORDINATES (ANGSTROEM)
C: -1.28999 0.44446 0.33969  -1.26
C: 0.03753 0.13360 -0.39458  0.72
C: 0.46684 -1.32766 -0.30202  -1.46
C: 1.08496 1.05436 0.18907  -0.23
O: 2.03257 0.69026 0.84318  -0.48
H: -1.87788 -0.46766 0.47189  0.34
H: -1.10956 0.85811 1.33926  0.33
H: -1.90776 1.16158 -0.20776  0.33
H: -0.07738 0.41190 -1.45216  0.25
H: 1.48684 -1.45692 -0.67806  0.35
H: -0.20182 -1.96185 -0.89381  0.40
H: 0.45161 -1.67808 0.73453  0.33
H: 0.90405 2.13790 0.01076  0.37

Its energy above the lowest of the compared OMol25 structures with the same formula, charge and spin is 0.331 eV. For the total energy, the calculation gives -232.4335 a.u. As for the charge: 0. The HOMO-LUMO gap is 10.7745 eV. As for the HOMO energy: -0.35919 hartree. The LUMO energy is 1.0005 eV. The SMILES is CC(C)C=O.